No. 1
10 unconnected molecules or ions with the total composition C36H72O16 in a non-equilibrium geometry, computed with ωB97M-V/def2-TZVPD.

XYZ file:
```
124
C36H72O16 ωB97M-V/def2-TZVPD
C -1.26 0.50 -10.13
C -1.43 0.60 -8.56
O -0.29 1.21 -7.90
C -0.30 1.30 -6.62
C 1.02 1.88 -6.13
O -1.20 0.93 -5.84
H -1.24 1.65 -10.35
H -1.86 -0.08 -10.63
H -0.31 -0.10 -10.19
H -2.26 1.20 -8.34
H -1.65 -0.55 -8.52
H 0.94 2.78 -5.72
H 1.63 2.22 -6.90
H 1.63 1.24 -5.39
C -1.31 -1.63 0.89
C -1.55 -0.17 0.21
O -0.73 0.13 -0.80
C -0.85 1.33 -1.29
C 0.09 1.71 -2.43
O -1.59 2.19 -0.86
H -0.15 -2.01 0.61
H -2.00 -1.99 0.24
H -1.48 -1.64 1.88
H -2.52 -0.05 -0.04
H -1.36 0.52 1.02
H 1.16 1.86 -1.94
H -0.17 2.59 -3.04
H 0.15 0.87 -3.11
C 3.68 -6.79 2.47
C 3.02 -5.42 2.39
O 1.56 -5.58 2.40
C 0.79 -4.60 2.46
C -0.79 -4.86 2.45
O 1.17 -3.42 2.72
H 4.68 -6.77 2.16
H 3.35 -7.54 1.73
H 3.60 -7.22 3.44
H 3.06 -4.73 3.41
H 3.24 -4.80 1.55
H -1.40 -3.99 1.97
H -1.01 -5.12 3.51
H -1.05 -5.92 2.10
C -0.38 -1.22 4.81
C -0.92 -2.53 5.28
O -2.32 -2.75 4.91
C -2.99 -3.94 5.17
C -4.27 -4.04 4.44
O -2.60 -4.85 5.96
H -1.11 -0.38 4.47
H 0.30 -1.44 4.05
H 0.13 -0.55 5.51
H -0.32 -3.31 4.91
H -0.80 -2.51 6.38
H -4.67 -5.01 4.66
H -4.26 -3.94 3.39
H -4.76 -3.06 4.68
C 5.11 2.54 2.95
C 5.08 1.61 1.75
O 4.00 0.68 1.72
C 3.91 -0.31 1.02
C 2.69 -1.12 1.28
O 4.77 -0.60 0.12
H 6.02 2.99 2.92
H 4.95 2.09 3.76
H 4.39 3.42 2.60
H 5.30 2.10 0.74
H 6.05 0.81 1.77
H 1.90 -0.76 0.68
H 2.37 -1.22 2.26
H 2.61 -2.09 0.86
C -5.23 1.66 -1.33
C -5.64 0.79 0.00
O -4.66 1.08 0.94
C -4.78 0.58 2.19
C -3.72 0.93 3.11
O -5.74 -0.22 2.56
H -4.28 1.25 -1.64
H -5.12 2.63 -1.07
H -6.04 1.64 -2.21
H -6.62 1.12 0.29
H -5.67 -0.28 -0.24
H -4.22 0.81 4.00
H -3.41 1.97 3.04
H -2.76 0.49 2.97
C 5.50 2.74 -4.33
C 4.15 2.97 -3.57
C 4.16 2.91 -2.13
O 3.06 3.24 -4.33
H 5.84 1.93 -3.81
H 5.93 3.73 -4.15
H 5.31 2.73 -5.45
H 4.78 3.54 -1.89
H 4.12 2.04 -1.72
H 3.22 3.21 -1.50
C -2.55 8.39 -2.09
C -2.69 7.16 -1.41
C -2.42 5.82 -2.19
O -2.86 7.10 -0.02
H -2.85 8.09 -3.09
H -1.63 8.70 -2.03
H -3.49 9.13 -1.83
H -1.45 5.57 -2.41
H -3.22 5.65 -2.82
H -2.68 4.73 -1.56
C 1.17 1.69 3.58
C 1.17 2.10 5.01
C -0.05 2.71 5.53
O 2.28 1.98 5.83
H 1.83 2.41 3.19
H 0.13 1.63 3.17
H 1.64 0.77 3.33
H -0.37 3.75 5.00
H 0.12 3.01 6.64
H -0.69 1.91 5.45
C 1.09 -5.97 -1.03
C 0.98 -4.55 -1.42
C -0.27 -3.93 -1.93
O 2.08 -3.68 -1.27
H 0.35 -6.37 -1.92
H 0.76 -5.95 -0.16
H 2.15 -6.28 -0.97
H -1.14 -4.28 -1.47
H -0.42 -4.13 -3.04
H -0.34 -2.93 -1.64
```

The SMILES is CCOC(C)=O.CCOC(C)=O.CCOC(C)=O.CCOC(C)=O.CCOC(C)=O.CCOC(C)=O.CC(C)=O.CC(C)=O.CC(C)=O.CC(C)=O. As for the LUMO energy: 0.4 eV. The total energy comes out at -71241.655 eV. For the largest force on an atom, the calculation gives 0.2107 hartree/bohr. The orbital gap comes out at 9.81 eV. Its energy above the lowest of the compared OMol25 structures with the same formula, charge and spin is 1746.5 kJ/mol.

Löwdin population analysis, charges in e, atoms 1 to 5: -0.059 -0.198 0.025 -0.532 0.012

No. 2
9 unconnected molecules or ions with the total composition C36H72O18 in a non-equilibrium geometry, computed with ωB97M-V/def2-TZVPD.

XYZ file:
```
126
C36H72O18 ωB97M-V/def2-TZVPD
C -0.46 -18.27 2.28
C 0.01 -17.91 0.90
O -0.90 -18.24 -0.12
C -0.89 -17.60 -1.31
C -1.88 -18.20 -2.26
O -0.31 -16.58 -1.56
H -1.37 -17.76 2.59
H 0.34 -18.07 2.98
H -0.58 -19.36 2.28
H 0.36 -16.87 0.91
H 0.90 -18.53 0.71
H -1.87 -17.54 -3.12
H -2.90 -18.24 -1.86
H -1.70 -19.25 -2.53
C 3.60 -17.81 3.99
C 4.79 -17.00 3.55
O 5.13 -17.25 2.19
C 6.07 -18.13 1.87
C 5.98 -18.51 0.41
O 6.82 -18.65 2.64
H 3.33 -17.55 5.01
H 3.91 -18.86 4.04
H 2.74 -17.76 3.32
H 4.46 -15.96 3.56
H 5.60 -17.11 4.28
H 5.64 -19.55 0.45
H 6.90 -18.53 -0.17
H 5.24 -17.93 -0.12
C -6.73 -14.67 -6.27
C -5.53 -15.52 -6.62
O -5.51 -16.77 -6.00
C -5.22 -16.97 -4.72
C -5.28 -18.43 -4.37
O -5.02 -16.10 -3.92
H -6.85 -13.82 -6.96
H -6.67 -14.14 -5.32
H -7.68 -15.20 -6.37
H -5.48 -15.61 -7.70
H -4.69 -14.90 -6.29
H -4.52 -18.67 -3.62
H -5.04 -19.09 -5.20
H -6.28 -18.57 -3.96
C -2.96 -14.50 -1.55
C -2.35 -14.65 -0.17
O -3.02 -13.78 0.75
C -4.05 -14.29 1.43
C -4.84 -13.26 2.21
O -4.38 -15.45 1.40
H -2.38 -15.01 -2.32
H -3.04 -13.44 -1.79
H -3.97 -14.92 -1.55
H -2.22 -15.65 0.24
H -1.32 -14.30 -0.23
H -5.59 -13.80 2.79
H -5.22 -12.43 1.62
H -4.13 -12.91 2.96
C -1.43 -20.11 5.87
C -2.67 -19.19 5.92
O -2.34 -18.05 5.16
C -1.78 -16.94 5.69
C -1.98 -15.71 4.85
O -1.31 -16.90 6.79
H -0.90 -20.19 4.91
H -1.42 -21.14 6.22
H -0.65 -19.68 6.52
H -3.52 -19.68 5.46
H -2.80 -19.08 7.00
H -2.88 -15.74 4.24
H -1.10 -15.61 4.21
H -2.03 -14.85 5.51
C -1.11 -25.97 -1.49
C -2.01 -25.79 -2.72
O -2.28 -24.50 -3.20
C -1.30 -23.80 -3.79
C -1.69 -22.40 -4.25
O -0.14 -24.12 -3.72
H -0.53 -26.90 -1.47
H -1.63 -25.89 -0.54
H -0.34 -25.20 -1.35
H -1.73 -26.44 -3.56
H -2.94 -26.22 -2.33
H -1.19 -21.70 -3.59
H -2.76 -22.21 -4.19
H -1.21 -22.28 -5.22
C 0.75 -22.16 0.26
C 0.49 -23.03 1.46
O -0.49 -22.45 2.34
C -1.73 -22.19 1.89
C -2.59 -21.52 2.95
O -2.04 -22.31 0.74
H 1.71 -22.44 -0.20
H 1.03 -21.15 0.59
H 0.02 -22.11 -0.54
H 0.13 -24.05 1.32
H 1.45 -23.20 1.94
H -3.64 -21.59 2.69
H -2.31 -20.46 3.00
H -2.25 -21.94 3.90
C 2.12 -20.84 -6.66
C 2.09 -21.58 -5.33
O 2.40 -20.84 -4.14
C 1.62 -19.88 -3.65
C 2.07 -19.51 -2.28
O 0.65 -19.40 -4.20
H 1.45 -19.98 -6.61
H 1.95 -21.44 -7.55
H 3.11 -20.43 -6.90
H 1.13 -22.07 -5.14
H 2.89 -22.31 -5.36
H 1.68 -18.61 -1.80
H 3.16 -19.43 -2.24
H 1.81 -20.32 -1.60
C 2.37 -14.18 0.35
C 3.30 -14.08 1.54
O 3.71 -12.73 1.63
C 4.57 -12.36 2.58
C 5.18 -10.96 2.49
O 4.86 -13.07 3.50
H 2.24 -15.19 -0.08
H 2.71 -13.67 -0.55
H 1.33 -13.89 0.49
H 2.79 -14.35 2.47
H 4.22 -14.67 1.56
H 6.24 -11.19 2.35
H 4.97 -10.39 3.38
H 4.75 -10.48 1.61
```

The SMILES is CCOC(C)=O.CCOC(C)=O.CCOC(C)=O.CCOC(C)=O.CCOC(C)=O.CCOC(C)=O.CCOC(C)=O.CCOC(C)=O.CCOC(C)=O. As for the LUMO energy: 0.4 eV. The total energy comes out at -75354.958 eV. For the largest force on an atom, the calculation gives 0.0588 hartree/bohr. The orbital gap comes out at 10.61 eV. Its energy above the lowest of the compared OMol25 structures with the same formula, charge and spin is 213.4 kJ/mol.

Löwdin population analysis, charges in e, atoms 1 to 5: -0.049 -0.243 0.004 -0.550 0.024